(1)
This record from the Open Molecules 2025 dataset describes a cluster of 2 separate species, C3H5O3 in total in a non-equilibrium geometry. The level of theory is ωB97M-V with the def2-TZVPD basis set.

Properties
- net charge = -1
- LUMO level (Ha) = 0.1482

Structure (XYZ):
```
11
C3H5O3 | the Open Molecules 2025 dataset | ωB97M-V with the def2-TZVPD basis set
O 0.33 0.59 -1.26
O -0.79 2.44 -0.57
O -0.69 -2.17 1.33
C 1.47 -1.22 0.92
C -0.02 -1.20 1.03
C -0.50 1.51 -1.34
H -1.12 1.49 -2.30
H 1.66 -1.50 -0.12
H 1.94 -1.88 1.65
H 1.81 -0.20 1.05
H -0.53 -0.27 0.78
```

***

(2)
This record from the Open Molecules 2025 dataset describes a cluster of 2 separate species, C4H13NOS in total in a non-equilibrium geometry. The level of theory is ωB97M-V with the def2-TZVPD basis set.

Properties
- SMILES = CCNCCS.O
- LUMO level (Ha) = 0.0291

Structure (XYZ):
```
20
C4H13NOS | the Open Molecules 2025 dataset | ωB97M-V with the def2-TZVPD basis set
S -2.35 -0.17 2.44
O -1.54 -2.22 -0.70
N 0.46 -0.28 -0.09
C -0.78 0.65 1.94
C 1.47 0.55 -0.72
C 1.16 0.79 -2.21
C 0.32 -0.27 1.34
H 2.45 0.08 -0.65
H 0.28 -1.20 1.91
H -0.40 -0.36 -0.59
H 1.50 1.53 -0.20
H 1.76 1.65 -2.51
H 0.12 1.11 -2.23
H -1.91 -2.35 -1.58
H -0.73 -2.73 -0.74
H -1.01 1.39 1.18
H 1.28 0.15 1.66
H -3.11 0.66 1.78
H 1.32 -0.10 -2.82
H -0.29 1.13 2.79
```

***

(3)
This record from the Open Molecules 2025 dataset describes an isolated molecule of C26H32N4O5S in a non-equilibrium geometry. The level of theory is ωB97M-V with the def2-TZVPD basis set.

Properties
- SMILES = COc1ccc([C@@H](C(=O)NC(C)(C)C)N(Cc2cccs2)C(=O)CCC(=O)Nc2cc(C)on2)cc1
- LUMO level (Ha) = 0.0187

Structure (XYZ):
```
68
C26H32N4O5S | the Open Molecules 2025 dataset | ωB97M-V with the def2-TZVPD basis set
S 1.59 -0.88 -4.22
O 2.86 2.38 1.44
O 0.88 0.45 0.08
O -1.83 -1.83 -2.62
O -1.36 3.06 3.65
O -1.33 -1.29 4.67
N 1.36 1.17 2.66
N -1.10 0.16 -1.80
N 1.21 -1.51 -0.98
N -0.67 1.89 3.55
C -1.22 5.42 3.08
C -2.34 -0.44 5.16
C -0.08 -2.16 2.91
C 2.45 1.31 1.84
C -1.17 -1.40 3.33
C 0.52 3.55 2.59
C -0.65 4.05 3.08
C 2.00 -2.34 -1.87
C 0.70 -3.26 -3.89
C -1.91 1.09 -2.59
C 1.65 -0.41 -0.33
C 0.27 -2.86 -5.17
C -1.72 -0.99 1.02
C 1.42 -2.31 -3.25
C 0.67 -1.60 -5.48
C -3.39 0.83 -2.31
C -1.61 0.89 -4.07
C -1.52 2.50 -2.15
C -0.21 -1.88 -0.85
C -0.62 -1.72 0.60
C 3.12 -0.29 0.03
C -1.99 -0.83 2.37
C 0.45 2.16 2.91
C 0.18 -2.32 1.56
C -1.14 -1.17 -1.86
C 3.18 0.01 1.54
H -2.25 -0.46 6.24
H 1.31 4.04 2.07
H 3.55 0.56 -0.51
H -0.46 2.67 -2.33
H -0.50 0.56 -1.07
H -2.85 -0.24 2.65
H -0.32 -3.47 -5.82
H 3.02 -1.96 -1.89
H -2.19 0.58 4.79
H -0.26 -2.95 -1.11
H -3.34 -0.80 4.87
H 3.70 -1.19 -0.19
H 4.23 0.14 1.83
H 2.75 -0.82 2.10
H -1.82 -0.14 -4.36
H 1.03 0.24 2.89
H -1.71 2.63 -1.09
H 1.03 -2.92 1.26
H -3.62 1.00 -1.26
H 0.47 -4.22 -3.46
H -2.19 5.42 2.59
H -0.55 6.09 2.55
H -2.23 1.55 -4.67
H -0.56 1.10 -4.28
H 0.49 -1.04 -6.38
H 0.55 -2.63 3.65
H -4.01 1.50 -2.91
H 2.00 -3.37 -1.50
H -2.09 3.23 -2.70
H -1.36 5.77 4.10
H -2.38 -0.54 0.29
H -3.64 -0.20 -2.56
```

***

(4)
This record from the Open Molecules 2025 dataset describes a structure of composition C18H18Cl2INO4PtS. The level of theory is ωB97M-V with the def2-TZVPD basis set.

Properties
- net charge = +2
- spin multiplicity = 5
- LUMO level (alpha / beta) (Ha) = -0.2049 / -0.3487
- <S²> = 6.054

Structure (XYZ):
```
46
C18H18Cl2INO4PtS | the Open Molecules 2025 dataset | ωB97M-V with the def2-TZVPD basis set
Pt 1.01 -0.86 0.09
I -8.08 -0.94 1.20
Cl 0.95 4.58 -0.63
Cl 1.00 -0.57 -2.53
S 0.87 1.54 0.01
O 1.40 -0.55 2.38
O -1.71 0.37 -1.05
O -1.18 -1.13 0.56
O 3.50 -0.60 0.42
N 0.89 -4.04 0.18
C 1.13 -2.92 0.13
C 0.98 2.03 -1.61
C 2.77 -0.87 2.67
C 4.34 0.06 -0.54
C -5.17 -1.03 1.80
C -3.44 -0.57 0.19
C 1.05 3.89 -3.19
C 1.09 2.99 -4.24
C -5.72 -0.41 -0.54
C 1.02 1.15 -2.73
C 0.48 -1.14 3.30
C 1.08 1.62 -4.01
C -1.97 -0.42 -0.16
C -3.84 -0.93 1.49
C -6.12 -0.78 0.77
C 1.00 3.43 -1.89
C -4.39 -0.30 -0.82
C 3.68 -0.11 1.74
H 1.13 3.36 -5.26
H 2.93 -1.95 2.57
H 4.71 -0.26 2.05
H -4.05 0.00 -1.80
H -5.50 -1.30 2.79
H 3.45 0.96 1.79
H 4.17 -0.42 -1.50
H 4.10 1.12 -0.59
H 5.39 -0.06 -0.26
H -3.08 -1.13 2.24
H 0.65 -0.73 4.30
H -0.51 -0.90 2.96
H 1.10 0.92 -4.84
H 1.07 4.96 -3.37
H 0.68 -5.02 0.22
H -6.47 -0.22 -1.30
H 0.61 -2.23 3.33
H 2.99 -0.59 3.70
```